# 1
Here is an isolated ion of composition C3H7N2O and charge +1 from the Open Molecules 2025 dataset. Energies are from ωB97M-V with the def2-TZVPD basis set.

Output
E	-302.9362	Eh
HOMO-LUMO gap	10.4	eV
SMILES string	C=NC/[NH+]=C/O
relative energy (zero: lowest compared OMol25 entry of this formula, charge and spin)	65.2	kcal/mol
max |F|	6.1	eV Å⁻¹

Geometry as ORCA input:
```
! wB97M-V def2-TZVPD RIJCOSX def2/J DEFGRID3
* xyz 1 1
C 2.063 0.980 -0.173
C 0.350 -0.598 0.053
C -1.859 0.622 -0.012
N -1.069 -0.475 -0.019
N 0.896 0.716 0.315
O -3.099 0.623 -0.066
H 2.610 1.905 -0.065
H 2.718 0.420 -0.788
H 0.566 -1.092 1.060
H 0.786 -1.152 -0.814
H -1.255 1.471 0.162
H -1.418 -1.371 0.100
H -3.621 -0.110 -0.044
*
```

---

# 2
Here is a 2-piece molecular cluster, C3H7N2O overall from the Open Molecules 2025 dataset. Energies are from ωB97M-V with the def2-TZVPD basis set.

Output
E	-302.8938	Eh
HOMO-LUMO gap (alpha / beta)	8.9 / 8.9	eV
relative energy (zero: lowest compared OMol25 entry of this formula, charge and spin)	91.8	kcal/mol
max |F|	4.7	eV Å⁻¹

Geometry as ORCA input:
```
! wB97M-V def2-TZVPD RIJCOSX def2/J DEFGRID3
* xyz 1 1
C 2.821 0.445 -0.187
C 0.354 0.159 -0.059
C -1.852 -0.966 -0.075
N -0.049 1.338 0.275
N -0.351 -0.921 -0.031
O 3.624 -0.306 0.072
H 2.762 1.572 -0.221
H -2.260 -0.889 -1.029
H -2.380 -0.180 0.610
H -2.101 -1.988 0.380
H 0.515 2.165 0.237
H -1.122 1.387 0.401
H 0.038 -1.815 -0.375
*
```

---

# 3
Here is an isolated ion of composition C3H7N2O and charge +1 from the Open Molecules 2025 dataset. Energies are from ωB97M-V with the def2-TZVPD basis set.

Output
E	-302.9232	Eh
HOMO-LUMO gap	10.7	eV
SMILES string	C=NC/[NH+]=C/O
relative energy (zero: lowest compared OMol25 entry of this formula, charge and spin)	73.3	kcal/mol
max |F|	4.4	eV Å⁻¹

Geometry as ORCA input:
```
! wB97M-V def2-TZVPD RIJCOSX def2/J DEFGRID3
* xyz 1 1
C 0.828 1.466 -1.460
C 1.014 -0.030 0.483
C -1.086 -0.907 0.152
N -0.102 -0.736 0.972
N 0.334 0.585 -0.729
O -2.328 -1.159 0.476
H 0.091 1.789 -2.182
H 1.896 1.876 -1.554
H 1.404 0.552 1.212
H 1.772 -0.571 0.041
H -0.861 -0.905 -0.865
H -0.376 -0.699 1.997
H -2.586 -1.259 1.458
*
```

---

# 4
Here is C3H7N2O2 as an isolated structure from the Open Molecules 2025 dataset. Energies are from ωB97M-V with the def2-TZVPD basis set.

Output
E	-378.4887	Eh
HOMO-LUMO gap	8.6	eV
relative energy (zero: lowest compared OMol25 entry of this formula, charge and spin)	56.1	kcal/mol
max |F|	4.0	eV Å⁻¹

Geometry as ORCA input:
```
! wB97M-V def2-TZVPD RIJCOSX def2/J DEFGRID3
* xyz -1 1
C 1.802 0.896 0.036
N 0.402 -0.965 1.532
C 0.784 -1.175 0.166
N 1.562 -0.442 -0.510
H 0.873 1.461 -0.088
H 2.547 1.425 -0.557
H 2.131 0.862 1.079
H 0.019 -0.194 0.828
H -0.324 -1.658 1.679
H 0.298 -2.004 -0.348
O -1.596 0.945 -0.286
C -2.522 0.445 -0.969
O -2.605 -0.731 -1.366
H -3.372 1.136 -1.196
*
```

---

# 5
Here is a 2-piece molecular cluster, C3H7N2O2 overall from the Open Molecules 2025 dataset. Energies are from ωB97M-V with the def2-TZVPD basis set.

Output
E	-378.1606	Eh
HOMO-LUMO gap	9.8	eV
relative energy (zero: lowest compared OMol25 entry of this formula, charge and spin)	58.5	kcal/mol
max |F|	4.5	eV Å⁻¹

Geometry as ORCA input:
```
! wB97M-V def2-TZVPD RIJCOSX def2/J DEFGRID3
* xyz 1 1
C 0.485 -0.522 0.888
C 1.527 -0.423 0.029
C -0.226 0.678 0.913
N 0.373 1.454 0.058
N -1.935 -0.192 -0.968
O 1.506 0.925 -0.495
O 2.591 -1.119 -0.323
H 0.244 -1.327 1.594
H -0.971 1.067 1.458
H 0.280 2.381 -0.429
H -2.037 -0.316 -1.958
H -2.929 0.120 -0.798
H -1.768 -1.020 -0.461
H 2.859 -1.706 0.490
*
```

---

# 6
Here is a 2-piece molecular cluster, C3H7N2O2 overall from the Open Molecules 2025 dataset. Energies are from ωB97M-V with the def2-TZVPD basis set.

Output
E	-378.0135	Eh
HOMO-LUMO gap (alpha / beta)	5.7 / 9.3	eV
relative energy (zero: lowest compared OMol25 entry of this formula, charge and spin)	150.8	kcal/mol
max |F|	6.8	eV Å⁻¹

Geometry as ORCA input:
```
! wB97M-V def2-TZVPD RIJCOSX def2/J DEFGRID3
* xyz 1 1
C 1.295 1.054 0.225
C 2.751 0.477 0.206
C 0.154 0.182 0.076
N -2.894 -0.018 0.052
N 0.260 -1.030 -0.232
O -3.950 -0.680 -0.325
O 2.895 -0.674 -0.044
H 1.207 1.719 1.084
H 1.333 1.596 -0.728
H 3.463 1.225 0.616
H -4.109 -1.579 0.126
H -0.597 -1.718 -0.194
H 1.108 -1.442 -0.310
H -2.918 0.889 -0.550
*
```

---

# 7
Here is a 2-piece molecular cluster, C3H7N2O2 overall from the Open Molecules 2025 dataset. Energies are from ωB97M-V with the def2-TZVPD basis set.

Output
E	-378.0829	Eh
HOMO-LUMO gap (alpha / beta)	7.7 / 7.7	eV
relative energy (zero: lowest compared OMol25 entry of this formula, charge and spin)	107.3	kcal/mol
max |F|	4.9	eV Å⁻¹

Geometry as ORCA input:
```
! wB97M-V def2-TZVPD RIJCOSX def2/J DEFGRID3
* xyz 1 1
C -0.082 -1.142 0.519
C 1.096 0.599 0.553
C 0.714 1.034 -0.717
N 0.282 -2.424 0.543
N -0.198 1.945 -1.016
O -1.319 -0.651 0.590
O -0.846 -3.166 0.956
H 2.008 0.035 0.625
H 0.826 1.205 1.411
H 1.319 0.524 -1.427
H -1.968 -1.455 0.534
H -0.477 2.081 -1.987
H -0.853 2.098 -0.356
H -0.693 -4.133 1.098
*
```

---

# 8
Here is a 2-piece molecular cluster, C3H7N2O2P overall from the Open Molecules 2025 dataset. Energies are from ωB97M-V with the def2-TZVPD basis set.

Output
E	-719.8314	Eh
HOMO-LUMO gap	9.5	eV
SMILES string	CC/N=P/O.N=C=O
relative energy (zero: lowest compared OMol25 entry of this formula, charge and spin)	28.3	kcal/mol
max |F|	4.0	eV Å⁻¹

Geometry as ORCA input:
```
! wB97M-V def2-TZVPD RIJCOSX def2/J DEFGRID3
* xyz 0 1
C -1.954 2.940 -1.117
C 1.092 0.638 0.729
C -0.367 -0.090 0.881
N -2.797 3.457 -0.455
N -0.834 -0.901 -0.176
O -1.188 -1.831 -2.416
O -1.119 2.358 -1.678
P -0.351 -0.674 -1.697
H 1.666 0.185 1.610
H 1.458 0.454 -0.281
H 0.881 1.719 0.889
H -0.134 -0.828 1.565
H -1.143 0.639 1.248
H -3.173 4.420 -0.444
H -1.409 -2.357 -1.604
*
```

---

# 9
Here is an isolated ion of composition C3H7N2OS and charge +1 from the Open Molecules 2025 dataset. Energies are from ωB97M-V with the def2-TZVPD basis set.

Output
E	-700.9199	Eh
HOMO-LUMO gap (alpha / beta)	7.3 / 7.0	eV
relative energy (zero: lowest compared OMol25 entry of this formula, charge and spin)	89.4	kcal/mol
max |F|	4.8	eV Å⁻¹

Geometry as ORCA input:
```
! wB97M-V def2-TZVPD RIJCOSX def2/J DEFGRID3
* xyz 1 3
C -1.392 -1.359 1.583
C -0.602 -1.091 0.519
C -0.215 0.388 0.141
N 1.949 1.392 -0.167
N 1.052 0.627 -0.612
O -0.197 -0.230 -2.422
S -0.397 1.048 -1.496
H -1.808 -2.282 1.925
H -1.518 -0.483 2.324
H -0.151 -1.900 -0.072
H -0.251 1.161 0.898
H -0.999 -0.840 -2.473
H 1.773 2.017 0.596
H 2.755 1.552 -0.744
*
```

---

# 10
Here is a 3-piece molecular cluster, C3H7N2S overall from the Open Molecules 2025 dataset. Energies are from ωB97M-V with the def2-TZVPD basis set.

Output
E	-625.7822	Eh
HOMO-LUMO gap	8.8	eV
relative energy (zero: lowest compared OMol25 entry of this formula, charge and spin)	119.2	kcal/mol
max |F|	4.9	eV Å⁻¹

Geometry as ORCA input:
```
! wB97M-V def2-TZVPD RIJCOSX def2/J DEFGRID3
* xyz 1 1
C 4.087 -0.658 0.903
C 5.021 0.110 1.052
C 1.072 -0.872 -1.653
N 0.212 -1.225 -0.939
N -2.974 0.236 0.769
S -0.928 -1.833 -0.118
H 3.253 -1.238 0.901
H 5.905 0.797 1.160
H 1.572 0.001 -2.072
H -2.356 -0.569 0.442
H -3.933 0.080 0.423
H -2.574 1.271 0.652
H -3.095 0.181 1.831
*
```

---

# 11
Here is an isolated ion of composition C3H7N2S and charge +1 from the Open Molecules 2025 dataset. Energies are from ωB97M-V with the def2-TZVPD basis set.

Output
E	-625.6803	Eh
HOMO-LUMO gap (alpha / beta)	6.9 / 7.8	eV
relative energy (zero: lowest compared OMol25 entry of this formula, charge and spin)	108.7	kcal/mol
max |F|	5.4	eV Å⁻¹

Geometry as ORCA input:
```
! wB97M-V def2-TZVPD RIJCOSX def2/J DEFGRID3
* xyz 1 3
C -0.860 0.825 0.944
C -2.048 -0.726 -0.375
C 1.400 -0.633 -0.063
N -1.784 -0.057 0.526
N -0.280 0.612 -1.693
S 0.600 1.055 -0.487
H -0.483 0.470 1.993
H -1.295 1.855 1.143
H -2.124 -1.652 -0.932
H 1.535 -1.173 -0.949
H 0.924 -1.201 0.674
H 2.359 -0.123 0.190
H -0.600 1.380 -2.229
*
```

---

# 12
Here is an isolated ion of composition C3H7N2S2 and charge +1 from the Open Molecules 2025 dataset. Energies are from ωB97M-V with the def2-TZVPD basis set.

Output
E	-1024.0950	Eh
HOMO-LUMO gap	8.9	eV
relative energy (zero: lowest compared OMol25 entry of this formula, charge and spin)	42.7	kcal/mol
max |F|	2.6	eV Å⁻¹

Geometry as ORCA input:
```
! wB97M-V def2-TZVPD RIJCOSX def2/J DEFGRID3
* xyz 1 1
C 1.590 0.050 0.951
C -0.836 -0.166 -0.267
C -1.047 0.770 -1.396
N 1.617 -1.101 0.312
N 0.548 0.785 0.847
S 0.231 -1.593 -0.607
S -2.218 -0.430 0.738
H 2.464 0.320 1.539
H -0.110 1.118 -1.823
H -1.643 1.629 -1.096
H -1.593 0.241 -2.180
H 2.389 -1.752 0.334
H 0.396 1.672 1.295
H -1.789 -1.541 1.353
*
```

---

# 13
Here is an isolated ion of composition C3H7N2Si and charge +1 from the Open Molecules 2025 dataset. Energies are from ωB97M-V with the def2-TZVPD basis set.

Output
E	-517.2253	Eh
HOMO-LUMO gap	11.3	eV
SMILES string	[SiH3][n+]1cc[nH]c1
relative energy (zero: lowest compared OMol25 entry of this formula, charge and spin)	25.7	kcal/mol
max |F|	5.3	eV Å⁻¹

Geometry as ORCA input:
```
! wB97M-V def2-TZVPD RIJCOSX def2/J DEFGRID3
* xyz 1 1
C 0.679 0.590 1.652
C 0.978 -0.451 0.879
C -0.668 0.901 -0.041
N -0.255 1.430 1.097
N 0.050 -0.117 -0.444
Si -0.313 -1.241 -1.865
H 1.196 0.681 2.603
H 1.616 -1.334 0.780
H -1.434 1.459 -0.507
H -0.951 2.044 1.627
H -0.488 -0.110 -2.818
H -1.416 -1.863 -1.354
H 1.006 -1.988 -1.610
*
```

---

# 14
Here is C3H7N3 as an isolated structure from the Open Molecules 2025 dataset. Energies are from ωB97M-V with the def2-TZVPD basis set.

Output
E	-282.6120	Eh
HOMO-LUMO gap	9.4	eV
relative energy (zero: lowest compared OMol25 entry of this formula, charge and spin)	101.8	kcal/mol
max |F|	1.3	eV Å⁻¹

Geometry as ORCA input:
```
! wB97M-V def2-TZVPD RIJCOSX def2/J DEFGRID3
* xyz 0 1
C 0.489 -0.134 -1.544
N -0.566 -0.088 0.966
C -1.511 -0.598 1.522
C 1.720 0.957 -0.323
N -2.381 -1.273 2.047
N 1.588 1.123 0.851
H -0.252 -0.036 -0.192
H -3.272 -0.891 2.324
H 0.530 0.573 1.234
H 2.397 1.229 -1.118
H -0.369 -0.817 -1.615
H 1.313 -0.741 -1.920
H 0.314 0.694 -2.231
*
```

---

# 15
Here is one molecule with the formula C3H7N3 from the Open Molecules 2025 dataset. Energies are from ωB97M-V with the def2-TZVPD basis set.

Output
E	-282.6984	Eh
HOMO-LUMO gap	10.4	eV
SMILES string	C=N/N=C\CN
relative energy (zero: lowest compared OMol25 entry of this formula, charge and spin)	47.6	kcal/mol
max |F|	2.0	eV Å⁻¹

Geometry as ORCA input:
```
! wB97M-V def2-TZVPD RIJCOSX def2/J DEFGRID3
* xyz 0 1
C -0.540 0.541 1.007
C -0.867 -0.282 -0.190
C 2.159 -0.869 -0.794
H -2.294 1.542 0.900
H -1.563 1.601 2.428
H -0.037 -0.151 1.740
H 0.278 1.265 0.717
H -1.821 -0.779 -0.166
H 3.220 -0.507 -0.962
H 1.990 -1.951 -0.544
N -1.753 1.009 1.606
N -0.065 -0.599 -1.148
N 1.206 -0.033 -1.065
*
```

---

# 16
Here is a 2-piece molecular cluster, C3H7N3 overall from the Open Molecules 2025 dataset. Energies are from ωB97M-V with the def2-TZVPD basis set.

Output
E	-282.6444	Eh
HOMO-LUMO gap (alpha / beta)	9.1 / 7.9	eV
relative energy (zero: lowest compared OMol25 entry of this formula, charge and spin)	81.5	kcal/mol
max |F|	4.4	eV Å⁻¹

Geometry as ORCA input:
```
! wB97M-V def2-TZVPD RIJCOSX def2/J DEFGRID3
* xyz 0 1
C 1.838 -0.550 -0.817
C 0.798 -0.896 0.116
C -0.008 0.254 0.828
N 2.570 -0.214 -1.626
N -0.970 0.781 -1.291
N -1.166 -0.131 1.374
H 0.137 -1.532 -0.542
H 1.286 -1.539 0.806
H 0.642 1.135 1.215
H -1.703 1.416 -1.020
H -0.206 1.292 -1.725
H -1.729 -0.626 0.729
H -1.489 0.611 1.952
*
```

---

# 17
Here is one molecule with the formula C3H7N3 from the Open Molecules 2025 dataset. Energies are from ωB97M-V with the def2-TZVPD basis set.

Output
E	-282.6964	Eh
HOMO-LUMO gap	9.9	eV
SMILES string	[H]/N=C\N(C)N=C
relative energy (zero: lowest compared OMol25 entry of this formula, charge and spin)	48.9	kcal/mol
max |F|	2.7	eV Å⁻¹

Geometry as ORCA input:
```
! wB97M-V def2-TZVPD RIJCOSX def2/J DEFGRID3
* xyz 0 1
C 0.842 -1.008 0.322
C 0.541 0.646 -1.444
C -1.367 0.172 1.479
H 0.392 -2.052 0.694
H 1.442 -0.556 1.209
H 1.591 -1.310 -0.451
H 1.392 0.010 -1.870
H -0.764 2.056 -1.666
H -2.225 0.636 1.891
H -0.929 -0.737 1.965
N -0.005 -0.055 -0.361
N 0.099 1.620 -2.075
N -1.010 0.577 0.309
*
```